No. 1
{"formula": "H14KO7", "method": "ωB97M-V with the def2-TZVPD basis set", "symbols": ["K", "O", "H", "H", "O", "H", "H", "O", "H", "H", "O", "H", "H", "O", "H", "H", "O", "H", "H", "O", "H", "H"], "coordinates": [[11.554902, 0.592515, -6.479263], [11.927901, -2.349198, -5.926603], [12.580583, -2.608852, -5.271391], [11.247231, -3.034933, -5.862921], [14.258399, -0.354158, -5.737393], [14.334264, -1.085297, -5.121393], [14.557866, -0.728356, -6.578398], [9.961876, 2.660043, -5.248760], [8.999241, 2.716085, -5.301147], [10.274113, 3.545427, -5.479506], [10.544838, -1.159407, -8.481385], [9.818802, -1.750038, -8.241280], [11.331976, -1.720382, -8.486770], [9.518676, -0.465864, -4.521207], [10.430595, -0.539864, -4.187874], [9.037700, -0.011607, -3.820324], [12.974571, 1.296068, -8.974094], [12.729344, 1.681640, -9.824682], [13.926368, 1.149967, -9.038186], [12.134204, -0.133871, -3.631036], [12.802480, -0.748513, -3.917669], [12.130392, -0.182769, -2.663252]], "forces_ev_per_angstrom": [[-0.21, 0.01, 0.01], [-0.13, -0.03, -0.02], [0.01, -0.25, -0.04], [0.05, 0.20, 0.01], [-0.21, 0.00, -0.39], [0.43, -0.09, 0.04], [0.04, 0.06, 0.18], [0.12, 0.13, -0.27], [0.13, -0.04, 0.02], [-0.13, -0.08, 0.14], [0.11, -0.07, 0.25], [0.08, 0.11, -0.11], [-0.19, 0.00, -0.10], [0.17, -0.07, -0.11], [-0.32, 0.04, 0.11], [0.01, -0.04, -0.11], [0.14, -0.08, 0.11], [-0.05, -0.08, 0.12], [-0.11, 0.12, -0.06], [-0.28, 0.22, 0.45], [0.29, -0.19, 0.00], [0.04, 0.12, -0.22]], "homo_energy_ev": -14.32, "homo_lumo_gap_ev": 11.0, "de_lowest_kcal_mol": 6.7, "charge": 1}

=====

No. 2
{"formula": "C2H3HgLi2O2", "method": "ωB97M-V with the def2-TZVPD basis set", "symbols": ["O", "C", "C", "O", "Li", "H", "H", "H", "Li", "Hg"], "coordinates": [[2.299005, -1.617626, 0.423788], [0.227101, -0.151917, -1.090999], [-0.214144, 0.523468, 0.003546], [0.371972, 0.439220, 1.208915], [0.578677, -1.545102, 1.157105], [-0.376368, -0.142338, -1.999445], [1.212427, -0.600956, -1.248364], [-1.099025, 1.171056, -0.065039], [2.282267, 0.213750, 0.828802], [-0.376586, 1.621157, 3.049071]], "forces_ev_per_angstrom": [[-0.43, 0.60, 0.49], [-0.31, 0.94, 0.28], [-0.57, -0.42, -2.19], [0.84, 0.16, 1.50], [0.18, -0.35, -0.40], [0.06, 0.28, 0.35], [-0.29, -0.27, 0.58], [0.14, -0.53, 0.06], [0.35, -0.32, -0.28], [0.03, -0.09, -0.40]], "homo_energy_ev": [-13.33, -13.21], "spin_multiplicity": 3, "homo_lumo_gap_ev": [9.3, 5.5], "charge": 1}

=====

No. 3
{"formula": "C5H6N2OS", "method": "ωB97M-V with the def2-TZVPD basis set", "symbols": ["C", "C", "C", "C", "C", "N", "N", "O", "S", "H", "H", "H", "H", "H", "H"], "coordinates": [[1.022465, 1.626158, 1.283891], [1.574889, -2.141076, -0.376883], [0.974264, 1.195866, -0.066059], [-0.199363, 0.805811, -0.495326], [-1.328819, 0.382812, 0.366136], [1.205197, 1.995306, 2.378826], [0.512367, -2.633507, -0.151657], [-0.438747, 0.781550, -1.863607], [-0.767220, -3.506609, 0.123004], [1.964791, -1.182394, -0.571674], [1.753110, 1.337321, -0.713408], [-1.948008, 1.314915, 0.417926], [-0.997613, 0.108266, 1.460033], [-1.919960, -0.493307, 0.089950], [-1.407352, 0.408887, -1.881154]], "forces_ev_per_angstrom": [[1.64, 0.40, 2.46], [-3.21, -1.17, 0.66], [-0.84, 0.41, 1.96], [-1.38, -1.35, -2.18], [-0.17, 0.83, 2.82], [-0.64, -0.63, -2.00], [3.00, 0.70, -0.63], [-2.81, -1.49, 1.60], [-0.55, -0.17, 0.13], [0.74, 0.57, -0.16], [1.87, 0.82, -1.43], [-0.12, -0.97, 0.27], [-0.42, 0.85, -2.13], [0.18, 0.24, -0.71], [2.70, 0.95, -0.66]], "homo_energy_ev": [-9.09, -9.09], "homo_lumo_gap_ev": [8.7, 8.7], "de_lowest_kcal_mol": 82.6, "smiles": "C/C(O)=C\\C#N.C#[N+][S-]"}

=====

- What is the formula in the third record?
  C5H6N2OS